An isolated molecule of C7H8, computed with wB97M-V/def2-TZVPD.

SMILES = Cc1ccccc1
Strongest force on any atom = 0.05249 hartree/bohr
LUMO energy = 1.07 eV
Relative energy (zero: lowest compared OMol25 entry of this formula, charge and spin) = 24.15 kcal per mole

XYZ file:
```
15
Properties=species:S:1:pos:R:3:forces:R:3
C -2.282958 -0.562838 -0.511853 0.162 -0.761 -2.128
C -0.040842 -1.082715 0.554483 0.204 -0.649 0.401
C -0.832795 -0.282773 -0.270378 0.962 -0.240 -1.000
C -0.153518 0.729119 -0.943291 -1.597 1.269 1.767
C 1.066104 1.225806 -0.456667 -1.283 0.934 0.471
C 1.629697 0.644121 0.640552 0.279 -0.429 0.369
C 1.137352 -0.588829 1.078740 0.598 0.189 -0.346
H -2.485253 -1.619187 -0.329617 -0.473 0.258 0.861
H -2.477134 -0.541843 -1.597286 0.283 0.212 0.026
H -3.008928 0.171690 -0.172357 0.136 -0.236 0.869
H -0.321265 -2.112005 0.760711 -0.372 0.239 0.501
H -0.847986 1.466047 -1.348079 0.502 -0.131 -1.028
H 1.246846 2.282302 -0.621061 0.570 -0.189 -0.666
H 2.374369 1.172895 1.218326 0.344 -0.160 -0.162
H 1.735118 -1.110740 1.814813 -0.315 -0.306 0.065
```
Forces are in eV/Å.

***

An isolated molecule of C7H8, computed with wB97M-V/def2-TZVPD.

SMILES = C[C@@]12[C@@H]3[C@H]4[C@@H]3[C@@H]1[C@H]42
Strongest force on any atom = 0.04753 hartree/bohr
LUMO energy = 1.02 eV
Relative energy (zero: lowest compared OMol25 entry of this formula, charge and spin) = 159.24 kcal per mole

XYZ file:
```
15
Properties=species:S:1:pos:R:3:forces:R:3
C -0.700726 1.822749 -0.145140 0.021 0.092 0.004
C -0.155421 0.433651 -0.051323 -0.199 -0.259 0.143
C 1.010828 -0.158770 0.786157 -0.014 -0.660 -1.221
C 1.115998 -1.297405 -0.209158 0.315 0.411 0.040
C 0.030492 -1.723423 0.765958 1.379 0.738 1.878
C -0.956111 -0.850143 0.002409 -0.356 0.527 -0.291
C 0.045332 -0.627472 -1.118512 -0.167 0.229 -0.245
H -1.574859 1.836345 -0.811478 0.224 -0.011 0.144
H -1.026130 2.186380 0.840748 0.078 -0.096 -0.229
H 0.039205 2.531060 -0.544141 -0.150 -0.167 0.092
H 1.847402 0.301448 1.318179 -0.413 -0.341 0.172
H 2.024911 -1.850914 -0.441901 -0.266 0.113 0.005
H 0.431099 -1.101399 1.814119 -0.686 -0.612 -0.656
H -2.038226 -0.931845 -0.012827 0.183 0.019 -0.103
H -0.093796 -0.570262 -2.193091 0.051 0.016 0.266
```
Forces are in eV/Å.

***

An isolated molecule of C7H8, computed with wB97M-V/def2-TZVPD.

Strongest force on any atom = 0.01421 hartree/bohr
LUMO energy = -0.31 eV
Relative energy (zero: lowest compared OMol25 entry of this formula, charge and spin) = 132.61 kcal per mole

XYZ file:
```
15
Properties=species:S:1:pos:R:3:forces:R:3
C -0.592225 -0.894677 -1.083363 -0.042 -0.098 -0.093
C 0.058034 -0.083879 0.049720 -0.039 0.071 -0.061
C -0.957267 0.160899 1.182781 -0.063 0.006 0.078
C 2.420796 -0.447140 0.996552 -0.620 -0.287 -0.259
C 1.248082 -0.857730 0.601694 0.540 0.247 0.189
C 0.515679 1.212484 -0.488324 0.117 0.528 -0.186
C 0.854111 2.275446 -0.940804 -0.101 -0.469 0.194
H 0.127937 -1.094425 -1.880883 -0.079 0.035 0.102
H -1.436268 -0.344205 -1.509043 0.126 -0.029 0.086
H -0.963161 -1.850349 -0.697317 0.061 0.117 -0.021
H -1.275678 -0.792208 1.619678 0.065 0.125 -0.087
H -0.511417 0.774136 1.969959 -0.055 -0.099 -0.114
H -1.839982 0.678327 0.791609 0.155 -0.080 0.025
H 1.166788 -1.945337 0.728268 0.011 0.081 0.073
H 1.184577 3.208661 -1.340526 -0.077 -0.148 0.074
```
Forces are in eV/Å.

***

A cluster of 2 separate species, C7H8 in total, computed with wB97M-V/def2-TZVPD.

Strongest force on any atom = 0.02359 hartree/bohr
LUMO energy (spin up / spin down) = -0.02 / -0.02 eV
Relative energy (zero: lowest compared OMol25 entry of this formula, charge and spin) = 169.30 kcal per mole

XYZ file:
```
15
Properties=species:S:1:pos:R:3:forces:R:3
C -1.660151 0.373887 0.698015 0.777 -0.497 -0.187
C 0.602273 -0.199046 0.556820 -0.745 0.351 0.163
C 1.115928 -0.274650 -0.877222 -0.355 -0.044 -0.044
C 0.515996 -1.420871 -1.562433 -0.070 -0.247 -0.290
C 0.008325 -2.370693 -2.094238 0.122 0.206 0.087
C 0.759131 1.037036 1.233946 -0.498 0.115 0.008
C 0.410442 2.090124 1.737500 0.847 -0.295 -0.058
H -1.269619 1.131852 0.039136 -0.157 0.389 0.596
H -2.713929 0.111558 0.474266 0.895 -0.760 -0.305
H -1.412180 0.270080 1.742646 -0.086 0.703 -0.124
H 0.805615 -1.088324 1.159740 -0.320 0.154 -0.200
H 0.859539 0.655736 -1.396755 -0.024 -0.148 0.019
H 2.215283 -0.356551 -0.939676 -0.305 -0.001 0.299
H -0.443325 -3.208331 -2.574484 0.056 0.096 0.064
H 0.400111 3.031662 2.236214 -0.137 -0.022 -0.028
```
Forces are in eV/Å.

***

An isolated molecule of C7H8, computed with wB97M-V/def2-TZVPD.

SMILES = C#CC(C)(C)C#C
Strongest force on any atom = 0.04754 hartree/bohr
LUMO energy = 0.98 eV
Relative energy (zero: lowest compared OMol25 entry of this formula, charge and spin) = 93.71 kcal per mole

XYZ file:
```
15
Properties=species:S:1:pos:R:3:forces:R:3
C 0.091800 1.084980 1.293875 -0.644 0.709 2.122
C -0.016544 0.321125 -0.006307 1.013 -0.934 0.348
C -0.160289 1.219332 -1.217895 -0.326 0.420 -0.565
C -1.208937 -0.514713 0.044066 -1.553 -1.883 -0.129
C -2.188854 -1.231005 0.022295 0.451 0.322 0.190
C 1.242692 -0.509175 -0.078486 -0.262 0.034 -0.270
C 2.280011 -1.121398 -0.082995 -0.115 -0.165 -0.434
H -0.918683 1.562843 1.525732 1.395 -0.434 -0.233
H 0.869957 1.863773 1.192875 -0.394 -0.298 0.177
H 0.372130 0.409055 2.187179 -0.503 0.998 -1.545
H -0.222368 0.598089 -2.115627 0.210 0.179 0.047
H 0.666599 1.925826 -1.286292 0.027 -0.069 -0.084
H -1.109624 1.774225 -1.166431 0.335 -0.093 0.147
H -3.057403 -1.896405 0.052274 0.881 0.749 -0.065
H 3.160120 -1.732288 -0.237027 -0.513 0.466 0.293
```
Forces are in eV/Å.

***

An isolated molecule of C7H8, computed with wB97M-V/def2-TZVPD.

Strongest force on any atom = 0.01736 hartree/bohr
LUMO energy (spin up / spin down) = -0.47 / -0.40 eV
Relative energy (zero: lowest compared OMol25 entry of this formula, charge and spin) = 163.12 kcal per mole

XYZ file:
```
15
Properties=species:S:1:pos:R:3:forces:R:3
C -0.207138 -1.466304 -0.439575 -0.095 -0.096 -0.125
C -0.537653 -0.061254 -0.065638 0.019 -0.109 -0.036
C 0.363862 1.032595 -0.619479 -0.056 -0.004 -0.016
C 1.792004 0.852552 -0.335953 0.517 -0.134 0.103
C 2.957149 0.679442 -0.087313 -0.460 0.050 -0.081
C -1.439599 0.261653 0.915689 0.026 -0.148 0.215
C -2.470946 -0.037542 1.752136 0.315 -0.029 -0.185
H 0.138755 -1.530902 -1.474849 -0.060 -0.051 0.043
H 0.621389 -1.817943 0.194311 -0.177 0.066 -0.144
H -1.060674 -2.126397 -0.268988 0.083 0.040 -0.072
H -0.704590 0.904812 1.450602 -0.382 0.742 0.316
H 0.215280 1.033689 -1.709960 0.076 -0.017 0.152
H 0.031507 2.018437 -0.268337 0.075 -0.245 -0.009
H 3.989926 0.528050 0.136176 -0.164 0.036 -0.041
H -3.477413 -0.081804 1.304496 0.284 -0.099 -0.121
```
Forces are in eV/Å.

***

An isolated molecule of C7H8, computed with wB97M-V/def2-TZVPD.

SMILES = C#CCC1=C(C)C1
Strongest force on any atom = 0.11770 hartree/bohr
LUMO energy = 0.94 eV
Relative energy (zero: lowest compared OMol25 entry of this formula, charge and spin) = 117.84 kcal per mole

XYZ file:
```
15
Properties=species:S:1:pos:R:3:forces:R:3
C 0.459331 0.896590 -1.405423 -4.747 1.614 2.970
C -0.470524 -0.142038 -0.778240 -1.134 -0.852 -1.393
C 1.720990 0.372328 2.158163 -4.968 1.678 -3.021
C 2.722838 -0.001182 2.605879 2.380 -0.897 1.294
C 0.447403 0.930667 1.555989 0.436 -0.380 1.710
C 0.124647 0.512324 0.134917 1.867 2.160 -0.129
C -1.410798 -1.263835 -1.169575 1.552 0.147 -0.123
H -0.026479 1.848589 -1.820295 0.737 -1.399 0.630
H 1.292614 0.597087 -1.876071 3.111 -1.085 -1.340
H 3.544769 -0.292214 3.136498 1.634 -0.626 0.764
H -0.362790 0.588549 2.251636 0.439 0.175 -0.717
H 0.567288 2.024897 1.817894 -0.524 -0.889 -1.223
H -2.245415 -0.955277 -1.793488 -0.005 0.277 0.061
H -1.764284 -1.738885 -0.260878 -0.155 -0.263 -0.052
H -0.798115 -1.974899 -1.781210 -0.623 0.340 0.569
```
Forces are in eV/Å.

***

An isolated molecule of C7H8, computed with wB97M-V/def2-TZVPD.

SMILES = C=C1C=C[C@@H]2C[C@H]12
Strongest force on any atom = 0.11798 hartree/bohr
LUMO energy = 0.67 eV
Relative energy (zero: lowest compared OMol25 entry of this formula, charge and spin) = 128.93 kcal per mole

XYZ file:
```
15
Properties=species:S:1:pos:R:3:forces:R:3
C 2.246738 -0.128994 -0.133842 0.600 -1.135 2.143
C 0.940787 0.311782 -0.269731 4.016 -2.082 1.056
C 0.272652 1.651091 0.028072 -4.989 -3.290 -1.050
C -1.095647 1.317727 -0.054783 -0.213 1.662 -1.093
C -1.388877 -0.025281 -0.505408 0.570 -4.779 0.433
C -0.954518 -1.107627 0.533811 0.776 2.960 4.185
C 0.001905 -0.844677 -0.492482 -2.235 2.865 -1.200
H 3.042798 0.466056 0.249972 0.213 1.487 -0.266
H 2.801596 -1.226871 0.186795 -2.780 2.335 -1.880
H 0.320729 2.674584 0.310243 1.938 0.436 0.375
H -2.071123 1.938392 0.093256 2.383 -0.495 0.007
H -2.181206 -0.622491 -1.055390 0.465 2.276 0.325
H -1.656328 -1.896588 0.604601 0.163 -1.154 -0.068
H -0.405623 -0.756838 1.491360 -2.094 -0.490 -0.801
H 0.126110 -1.750264 -0.986471 1.187 -0.597 -2.167
```
Forces are in eV/Å.

***

- Which value of strongest force on any atom does entry 6 give?
  0.01736 hartree/bohr

***

Copy entry 2 word for word.
An isolated molecule of C7H8, computed with wB97M-V/def2-TZVPD.

SMILES = C[C@@]12[C@@H]3[C@H]4[C@@H]3[C@@H]1[C@H]42
Strongest force on any atom = 0.04753 hartree/bohr
LUMO energy = 1.02 eV
Relative energy (zero: lowest compared OMol25 entry of this formula, charge and spin) = 159.24 kcal per mole

XYZ file:
```
15
Properties=species:S:1:pos:R:3:forces:R:3
C -0.700726 1.822749 -0.145140 0.021 0.092 0.004
C -0.155421 0.433651 -0.051323 -0.199 -0.259 0.143
C 1.010828 -0.158770 0.786157 -0.014 -0.660 -1.221
C 1.115998 -1.297405 -0.209158 0.315 0.411 0.040
C 0.030492 -1.723423 0.765958 1.379 0.738 1.878
C -0.956111 -0.850143 0.002409 -0.356 0.527 -0.291
C 0.045332 -0.627472 -1.118512 -0.167 0.229 -0.245
H -1.574859 1.836345 -0.811478 0.224 -0.011 0.144
H -1.026130 2.186380 0.840748 0.078 -0.096 -0.229
H 0.039205 2.531060 -0.544141 -0.150 -0.167 0.092
H 1.847402 0.301448 1.318179 -0.413 -0.341 0.172
H 2.024911 -1.850914 -0.441901 -0.266 0.113 0.005
H 0.431099 -1.101399 1.814119 -0.686 -0.612 -0.656
H -2.038226 -0.931845 -0.012827 0.183 0.019 -0.103
H -0.093796 -0.570262 -2.193091 0.051 0.016 0.266
```
Forces are in eV/Å.